ORCA calculation (ωB97M-V with the def2-TZVPD basis set) on a cluster of 2 separate species, C13H24Br2N3O2 in total at a distorted geometry.

Summary:
E = -5972.1873 a.u.
strongest force on any atom = 0.0233 Eh/bohr
Kohn-Sham gap = 5.68 eV
total charge = +1

Each line ends with the Löwdin charge.
CARTESIAN COORDINATES (ANGSTROEM)
C -5.3586 0.9995 -3.0468  -0.15
C -5.5924 -0.4543 -3.4115  -0.75
Br -6.3181 -0.4685 -5.2108  0.74
C -4.3150 -1.3683 -3.2308  -0.65
Br -3.2099 -1.6331 -4.8162  0.79
C -3.4199 -0.9019 -2.1456  -0.27
C -3.4659 -1.4156 -0.8863  0.08
C -2.6048 -0.9043 0.0884  -0.04
N -1.7258 0.0526 -0.0936  0.14
N -1.6963 0.4930 -1.3488  0.10
C -2.4528 0.0888 -2.3438  0.00
H -6.2179 1.6149 -3.2646  0.08
H -5.0849 1.1007 -2.0002  0.08
H -4.5233 1.3808 -3.6296  0.08
H -6.3433 -0.8725 -2.7535  0.09
H -4.6866 -2.3543 -2.9965  0.10
H -4.1473 -2.2038 -0.6158  0.15
H -2.6443 -1.3139 1.0841  0.13
H -0.9985 1.2085 -1.5272  0.20
H -2.3014 0.5237 -3.3163  0.13
C 6.0327 0.5212 1.3027  -0.11
O 5.1848 1.1126 2.2713  -0.19
C 4.3537 2.1467 1.7640  -0.22
C 2.8977 1.7400 1.8424  -0.21
N 2.6009 0.6672 0.8969  -0.05
C 1.2824 0.0693 1.0643  -0.23
C 0.9970 -0.6948 2.3545  -0.23
O 1.7446 -1.8810 2.4952  -0.18
C 3.0197 -1.7364 3.1068  -0.08
H 6.6836 -0.1790 1.8223  0.09
H 5.4623 -0.0291 0.5459  0.08
H 6.6526 1.2739 0.8083  0.09
H 4.6315 2.4135 0.7408  0.12
H 4.5042 3.0284 2.3931  0.12
H 2.2700 2.6052 1.6094  0.12
H 2.6954 1.4422 2.8792  0.11
H 3.2999 -0.0574 0.9977  0.07
H 1.1423 -0.6303 0.2323  0.11
H 0.5310 0.8552 0.9527  0.09
H -0.0524 -1.0104 2.3191  0.10
H 1.0962 -0.0618 3.2432  0.12
H 3.0313 -0.9228 3.8349  0.09
H 3.8039 -1.5760 2.3633  0.07
H 3.2416 -2.6684 3.6250  0.09

ORCA calculation (ωB97M-V with the def2-TZVPD basis set) on a structure of composition C15H30N2O3RbS3.

Summary:
E = -2143.2167 a.u.
strongest force on any atom = 0.0117 Eh/bohr
relative energy (zero: lowest compared OMol25 entry of this formula, charge and spin) = 0.0 kJ/mol
Kohn-Sham gap = 9.29 eV
total charge = +1

Each line ends with the Löwdin charge.
CARTESIAN COORDINATES (ANGSTROEM)
Rb 0.5320 0.1478 0.8097  0.87
C -2.3080 -1.0377 4.0818  -0.54
C -3.3969 -0.2234 3.3844  -0.52
S -2.8048 0.9457 2.1452  0.83
C -3.8514 0.5616 0.7245  -0.53
C -3.8426 -0.8782 0.2107  -0.52
S -2.2104 -1.5067 -0.2372  0.80
C -2.1411 -3.0854 0.6354  -0.54
C -2.3242 -3.0787 2.1536  -0.52
S -1.1857 -2.0020 3.0530  0.82
H -1.6551 -0.3770 4.6570  0.07
H -2.7832 -1.6909 4.8166  0.09
H -4.1246 -0.8910 2.9261  0.06
H -3.9401 0.3227 4.1573  0.08
H -4.8855 0.8395 0.9399  0.09
H -3.5237 1.2499 -0.0573  0.08
H -4.2777 -1.5428 0.9566  0.06
H -4.5046 -0.9400 -0.6541  0.08
H -2.8659 -3.7807 0.2068  0.09
H -1.1596 -3.4916 0.3797  0.08
H -3.3446 -2.7946 2.4086  0.06
H -2.2124 -4.1050 2.5067  0.08
C 2.7218 -0.3430 3.8813  -0.08
O 2.6297 0.1103 2.5371  -0.33
C 3.1683 1.4175 2.3495  -0.20
C 2.1737 2.5197 2.6367  -0.21
O 1.2753 2.6607 1.5448  -0.33
C 0.3698 3.7394 1.7284  -0.09
H 3.7675 -0.4003 4.1932  0.10
H 2.2784 -1.3353 3.9184  0.09
H 2.1777 0.3145 4.5657  0.09
H 3.4996 1.4811 1.3113  0.14
H 4.0515 1.5449 2.9826  0.13
H 2.7065 3.4640 2.7970  0.14
H 1.6122 2.3017 3.5549  0.13
H 0.9135 4.6703 1.9088  0.10
H -0.3049 3.5494 2.5689  0.09
H -0.2114 3.8357 0.8144  0.10
N 1.4241 0.2060 -1.8031  0.04
C 1.5078 0.0851 -2.9522  -0.28
N 1.6452 -0.0668 -4.2508  -0.09
C 1.0874 0.9291 -5.1803  -0.10
C 1.9682 0.9692 -6.4119  -0.18
O 2.0952 -0.3247 -6.9713  -0.12
C 2.7430 -1.2104 -6.0770  -0.18
C 1.9150 -1.3956 -4.8226  -0.10
H 1.0531 1.8913 -4.6722  0.13
H 0.0702 0.6347 -5.4569  0.14
H 2.9584 1.3664 -6.1579  0.13
H 1.5202 1.6021 -7.1757  0.13
H 3.7381 -0.8256 -5.8237  0.13
H 2.8547 -2.1595 -6.5981  0.13
H 2.4348 -1.9920 -4.0749  0.13
H 0.9656 -1.8812 -5.0694  0.14

ORCA calculation (ωB97M-V with the def2-TZVPD basis set) on the molecule C5H10N2S at a distorted geometry.

Summary:
E = -704.1403 a.u.
SMILES = CC1=N[C@@H](C)N(C)S1
strongest force on any atom = 0.0622 Eh/bohr
relative energy (zero: lowest compared OMol25 entry of this formula, charge and spin) = 219.2 kJ/mol
Kohn-Sham gap = 8.78 eV

Each line ends with the Löwdin charge.
CARTESIAN COORDINATES (ANGSTROEM)
C 1.7975 0.4742 -2.3927  -0.10
C 1.0329 0.1363 -1.1744  -0.66
N 0.0631 0.8618 -0.8744  0.08
C -0.5550 0.3967 0.3884  -0.46
C -2.1079 0.4633 0.2556  -0.02
N -0.1583 -0.8929 0.8275  -0.44
C 0.0728 -1.0653 2.1989  -0.18
S 1.1476 -1.4308 -0.2835  0.97
H 1.3461 0.1107 -3.3615  0.10
H 2.7150 -0.0453 -2.4647  0.04
H 2.0159 1.5941 -2.6333  0.12
H -0.1725 1.1300 1.0536  0.12
H -2.6267 -0.4512 0.1449  0.07
H -2.2263 1.1311 -0.5752  0.06
H -2.5431 0.9316 1.0832  0.05
H 0.7025 -0.3790 2.8015  0.09
H -0.8831 -0.8846 2.7826  0.11
H 0.3797 -2.0807 2.2235  0.06

ORCA calculation (ωB97M-V with the def2-TZVPD basis set) on a structure of composition C8H2F15N9O4SbSc at a distorted geometry.

Summary:
E = -3599.1863 a.u.
strongest force on any atom = 0.0657 Eh/bohr
⟨S²⟩ = 0.76
relative energy (zero: lowest compared OMol25 entry of this formula, charge and spin) = 73.1 kJ/mol
Kohn-Sham gap (spin up / spin down) = 9.55 / 7.64 eV
total charge = -1
2S+1 = 2

Each line ends with the Löwdin charge.
CARTESIAN COORDINATES (ANGSTROEM)
Sc 0.3420 -0.7998 -0.2124  1.04
N 1.3671 0.3221 3.6054  0.21
C 0.4010 -0.6128 3.3010  -0.40
N -0.0863 -1.3899 4.2620  0.09
N -0.9699 -2.1849 3.6185  0.02
N -0.9731 -1.8808 2.3839  -0.17
N -0.1397 -0.8754 2.0991  0.03
C 1.9924 1.0577 2.6814  -0.37
N 2.9203 1.9718 2.9787  0.03
N 3.2804 2.5023 1.8944  0.03
N 2.4986 1.8296 0.7689  0.08
N 1.7376 0.9667 1.3145  0.03
H 1.6228 0.3773 4.5851  0.17
O 2.2550 -1.5517 1.0055  -0.10
C 2.6923 -1.8232 -0.1544  -0.45
O 2.1105 -1.4216 -1.2166  -0.13
H 3.6248 -2.3889 -0.2652  0.13
F -0.9877 2.5336 -4.1426  0.16
C -0.1540 1.7320 -3.4594  -0.53
F -0.3403 0.5130 -3.9536  0.16
F 1.1002 2.1316 -3.7548  0.17
C -0.4423 1.8271 -1.9257  -0.28
O 0.0842 0.8244 -1.2133  -0.17
C 0.1746 3.2037 -1.4700  -0.57
F -0.2465 4.1953 -2.2433  0.17
F 1.5065 3.2057 -1.5441  0.16
F -0.1963 3.4779 -0.2180  0.17
C -1.9679 1.8802 -1.6831  -0.55
F -2.2619 1.7302 -0.4091  0.20
F -2.5941 0.9268 -2.4143  0.16
F -2.4806 3.0708 -2.0621  0.15
F -1.7331 -1.1305 -0.0035  -0.43
Sb -2.1228 -3.0499 0.7844  1.48
F -2.3742 -3.3884 -1.0098  -0.33
F -3.4604 -1.8525 1.4675  -0.37
F -0.2241 -2.9157 0.0491  -0.42
F -1.1790 -4.5271 1.6295  -0.38
F -3.5164 -4.1815 1.0278  -0.36
O -0.8313 -2.3934 -3.5185  0.14
C -0.4285 -1.9117 -2.5828  0.04

ORCA calculation (ωB97M-V with the def2-TZVPD basis set) on a structure of composition C19H35CoNO2P2 at a distorted geometry.

Summary:
E = -3015.3756 a.u.
strongest force on any atom = 0.0495 Eh/bohr
⟨S²⟩ = 3.79
relative energy (zero: lowest compared OMol25 entry of this formula, charge and spin) = 21.6 kJ/mol
Kohn-Sham gap (spin up / spin down) = 3.78 / 2.83 eV
2S+1 = 4

Each line ends with the Löwdin charge.
CARTESIAN COORDINATES (ANGSTROEM)
P -0.6353 1.6781 -5.0167  0.94
P 3.3516 0.5359 -4.7489  0.97
C 0.9558 1.9359 -5.9333  -0.31
C 2.0609 0.8278 -6.0489  -0.31
H 1.3888 2.8972 -5.6040  0.09
H 0.6110 2.1173 -6.9645  0.09
H 1.6141 -0.1533 -6.2833  0.09
H 2.6642 1.1003 -6.9347  0.10
C 4.3756 2.0448 -4.7842  -0.17
H 4.9737 2.1185 -3.8668  0.07
H 3.7670 2.9574 -4.8512  0.06
H 5.0642 2.0231 -5.6381  0.06
C 4.3775 -0.7853 -5.4226  -0.17
H 5.0342 -0.3922 -6.2115  0.06
H 3.7388 -1.5726 -5.8389  0.07
H 5.0087 -1.2152 -4.6331  0.07
C -1.6021 3.1296 -5.4603  -0.18
H -2.5478 3.1382 -4.9019  0.07
H -1.8317 3.0966 -6.5339  0.06
H -1.0433 4.0484 -5.2472  0.07
C -1.4132 0.2710 -5.8379  -0.16
H -0.7204 -0.5721 -5.9719  0.06
H -1.7567 0.5892 -6.8323  0.06
H -2.2810 -0.0731 -5.2607  0.08
Co -1.2064 -0.5903 -0.6053  0.37
C 3.1344 0.2027 -2.9577  -0.37
C 2.9541 1.5514 -2.3675  -0.11
C 1.8786 2.3692 -2.9072  -0.23
C 0.4695 2.2596 -2.2966  -0.13
C -0.5511 1.5314 -3.2217  -0.42
C -0.4680 0.0447 -2.9298  -0.31
C 0.7168 -0.6582 -3.4562  -0.29
C 1.9788 -0.8224 -2.6059  -0.13
C -2.9580 -0.5463 0.3949  -0.28
H 4.0747 -0.2580 -2.6356  0.12
H 3.2583 1.6883 -1.3322  0.12
H 1.7348 2.0392 -3.9418  0.02
H 2.1671 3.4350 -2.9447  0.13
H 0.4896 1.7408 -1.3275  0.09
H 0.0807 3.2680 -2.0887  0.12
H -1.5526 1.8949 -2.9251  0.12
H -1.4017 -0.5142 -3.0944  0.05
H 1.0063 -0.0932 -4.3532  0.02
H 0.3957 -1.6558 -3.8203  0.13
H 1.7432 -0.7648 -1.5298  0.10
H 2.3570 -1.8384 -2.7778  0.11
H -3.1438 -1.5597 0.7916  -0.07
H -3.7999 -0.2502 -0.2508  -0.09
H -2.8991 0.1500 1.2487  -0.07
O 0.7753 -2.4633 0.1913  -0.02
C 0.9808 -1.4553 0.8736  -0.53
C 1.9123 -1.2897 2.0597  -0.11
C 1.9161 0.2001 2.3357  -0.11
C 1.0454 0.8001 1.2419  -0.50
O 0.9842 1.9818 0.9347  0.00
N 0.3925 -0.2378 0.5805  0.04
H 1.5105 -1.8445 2.9155  0.12
H 2.9134 -1.6760 1.8373  0.11
H 1.4687 0.4134 3.3158  0.12
H 2.9233 0.6296 2.3212  0.11

ORCA calculation (ωB97M-V with the def2-TZVPD basis set) on the molecule C22H24N2O7S at a distorted geometry.

Summary:
E = -1887.0600 a.u.
SMILES = COc1ccc(N(CC(=O)NCc2ccco2)S(=O)(=O)c2ccc(OC)c(OC)c2)cc1
strongest force on any atom = 0.0254 Eh/bohr
relative energy (zero: lowest compared OMol25 entry of this formula, charge and spin) = 286.0 kJ/mol
Kohn-Sham gap = 8.47 eV

Each line ends with the Löwdin charge.
CARTESIAN COORDINATES (ANGSTROEM)
C 3.6949 2.0896 3.5846  -0.09
O 2.3989 2.2594 3.0635  -0.09
C 1.9904 1.4221 2.0686  -0.29
C 2.7750 0.4476 1.4679  -0.01
C 2.2463 -0.3755 0.4880  0.00
C 0.9227 -0.2487 0.0791  -0.25
N 0.3513 -1.0945 -0.8896  -0.16
C 1.1408 -2.1819 -1.4269  -0.10
C 1.6729 -3.1390 -0.3508  -0.50
O 2.7746 -3.6416 -0.4253  0.07
N 0.8041 -3.3659 0.6527  0.10
C 1.2265 -3.9196 1.9227  -0.07
C 1.3658 -2.8212 2.9319  -0.25
C 0.5420 -1.7725 3.2231  -0.02
C 1.2090 -1.0137 4.2161  -0.06
C 2.3836 -1.6566 4.4505  -0.13
O 2.4902 -2.7491 3.6737  0.05
S -1.3107 -1.3977 -0.7779  0.70
O -1.5764 -2.5154 -1.6358  -0.26
O -1.6976 -1.5298 0.6023  -0.28
C -2.0758 0.0369 -1.5076  -0.30
C -3.1674 0.6297 -0.9193  -0.06
C -3.7726 1.7091 -1.5512  0.01
C -3.2891 2.1783 -2.7631  -0.19
O -3.8041 3.2169 -3.4583  -0.05
C -4.9259 3.8911 -2.9371  -0.07
C -2.1662 1.5484 -3.3636  -0.18
O -1.7680 2.0692 -4.5460  -0.05
C -0.6744 1.4728 -5.2048  -0.07
C -1.5719 0.4760 -2.7225  0.01
C 0.1535 0.7641 0.6506  -0.02
C 0.6760 1.5789 1.6307  0.01
H 4.4621 2.2881 2.8291  0.10
H 3.8323 1.0818 3.9889  0.08
H 3.7868 2.8182 4.3886  0.09
H 3.8026 0.2993 1.7580  0.11
H 2.8926 -1.1220 0.0590  0.11
H 1.9862 -1.7896 -1.9995  0.14
H 0.4856 -2.7424 -2.0973  0.12
H -0.0873 -2.8904 0.6606  0.09
H 2.1944 -4.4042 1.7729  0.13
H 0.4920 -4.6627 2.2507  0.13
H -0.4102 -1.5616 2.7798  0.10
H 0.8587 -0.1157 4.6818  0.11
H 3.1932 -1.4574 5.1248  0.12
H -3.5324 0.2548 0.0230  0.12
H -4.6267 2.1734 -1.0866  0.11
H -4.7050 4.3490 -1.9680  0.10
H -5.7863 3.2223 -2.8379  0.10
H -5.1575 4.6714 -3.6598  0.10
H -0.8754 0.4247 -5.4464  0.10
H -0.5466 2.0386 -6.1259  0.10
H 0.2394 1.5407 -4.6065  0.10
H -0.7220 -0.0389 -3.1366  0.11
H -0.8664 0.9061 0.3390  0.09
H 0.0714 2.3490 2.0821  0.12

ORCA calculation (ωB97M-V with the def2-TZVPD basis set) on the molecule C4H4N2O2 at a distorted geometry.

Summary:
E = -414.7320 a.u.
SMILES = N#CC(O)(C#N)CO
strongest force on any atom = 0.0829 Eh/bohr
relative energy (zero: lowest compared OMol25 entry of this formula, charge and spin) = 299.7 kJ/mol
Kohn-Sham gap = 11.85 eV

Each line ends with the Löwdin charge.
CARTESIAN COORDINATES (ANGSTROEM)
N 1.8500 -1.9484 -0.4430  0.22
C 1.3186 -1.0305 -0.0341  -0.13
C 0.4996 0.0590 0.3683  -0.47
O 0.3900 0.3525 1.7209  0.05
C 0.9637 1.3406 -0.1260  -0.15
N 1.2869 2.4190 -0.2957  0.22
C -1.0058 -0.0180 -0.2553  -0.14
O -0.9004 -0.4427 -1.5880  0.01
H 0.4864 -0.4009 2.2852  0.11
H -1.4093 0.9258 -0.1536  0.10
H -1.7217 -0.6593 0.3275  0.15
H -1.7580 -0.5970 -1.8061  0.04

ORCA calculation (ωB97M-V with the def2-TZVPD basis set) on the molecule C3H2ClF at a distorted geometry.

Summary:
E = -675.3015 a.u.
strongest force on any atom = 0.0625 Eh/bohr
relative energy (zero: lowest compared OMol25 entry of this formula, charge and spin) = 500.5 kJ/mol
Kohn-Sham gap = 7.88 eV

Each line ends with the Löwdin charge.
CARTESIAN COORDINATES (ANGSTROEM)
C 0.5984 1.5044 -0.1498  0.09
C -1.7065 -0.6238 -0.1382  -0.44
C -0.2564 0.1443 -0.2777  -0.33
F -0.2890 2.4891 0.0721  -0.05
Cl -2.9435 0.4702 -0.0327  0.64
H -0.3074 0.0419 -1.3255  0.06
H 0.5070 -0.5934 -0.1268  0.05

ORCA calculation (ωB97M-V with the def2-TZVPD basis set) on the molecule C3H5NO at a distorted geometry.

Summary:
E = -247.1430 a.u.
SMILES = C=CN1CO1
strongest force on any atom = 0.0946 Eh/bohr
relative energy (zero: lowest compared OMol25 entry of this formula, charge and spin) = 431.3 kJ/mol
Kohn-Sham gap = 10.09 eV

Each line ends with the Löwdin charge.
CARTESIAN COORDINATES (ANGSTROEM)
C 1.8093 0.6242 -0.1307  0.06
C 0.6561 0.1172 0.3407  -0.19
N -0.4682 -0.0169 -0.5137  0.05
C -1.7118 -0.6049 -0.1783  -0.29
O -1.7758 0.6890 0.2636  -0.03
H 2.6799 0.6083 0.3867  0.01
H 2.0506 1.0320 -1.1308  0.08
H 0.7522 -0.3960 1.2500  0.09
H -2.2536 -0.7978 -1.0043  0.08
H -1.7387 -1.2551 0.7168  0.13